# 1
ORCA calculation (the ωB97M-V functional and the def2-TZVPD basis) on a structure of composition C11H24ClCuN2O9.

Atoms and positions in Å:
Cu 0.42 -1.59 2.50
Cl 0.22 -0.03 8.10
O 1.54 0.31 7.65
O -0.67 0.15 6.94
O 0.26 -1.36 8.55
O -0.24 0.88 9.11
C 1.63 -0.43 -2.31
C 1.19 1.04 -2.55
C 0.08 0.82 -3.70
C -0.79 2.06 -3.99
C -1.48 2.52 -2.69
C -0.46 2.83 -1.55
N 0.56 1.74 -1.40
O 1.49 1.91 -0.27
C -1.36 2.78 -0.31
C 0.11 4.28 -1.72
C 2.35 1.89 -3.20
H 2.43 -0.37 -1.58
H 2.07 -0.92 -3.18
H 0.91 -1.08 -1.82
H -0.49 -0.10 -3.57
H 0.59 0.78 -4.66
H -1.53 1.92 -4.77
H -0.12 2.88 -4.23
H -2.34 1.87 -2.56
H -2.03 3.41 -3.00
H -1.54 1.73 -0.09
H -2.34 3.22 -0.48
H -0.85 3.21 0.55
H -0.62 5.03 -1.39
H 0.48 4.54 -2.71
H 1.01 4.34 -1.11
H 3.21 2.04 -2.55
H 1.87 2.83 -3.48
H 2.66 1.43 -4.13
N 6.03 -3.96 3.61
O 6.95 -3.20 3.99
O 4.97 -3.46 3.35
O 6.23 -5.13 3.59
C -4.24 -3.87 1.60
C -3.49 -4.89 0.81
O -2.21 -4.96 1.42
H -3.68 -2.93 1.66
H -4.36 -4.15 2.65
H -5.23 -3.75 1.15
H -3.30 -4.66 -0.24
H -4.04 -5.83 0.81
H -1.85 -5.83 1.22

Summary:
LUMO level: 1.2 eV
highest occupied orbital energy: -1.917 eV
multiplicity: 1
gap between HOMO and LUMO: 3.1 eV
charge: -2
ΔE to the lowest compared entry with this formula, charge and spin: 531.7 kJ/mol

---

# 2
ORCA calculation (the ωB97M-V functional and the def2-TZVPD basis) on a structure of composition C11H24ClI2N2P2Sc.

Atoms and positions in Å:
I -4.86 -0.58 -1.58
I -2.03 3.06 -1.24
Sc -0.04 -0.91 -0.28
P 0.83 -0.65 -2.70
C 2.49 -1.32 -2.88
C -0.21 -1.74 -3.72
H 0.38 -1.81 -4.68
H 1.21 0.34 -4.80
H -1.23 -1.32 -3.94
H -0.20 1.21 -4.02
H 2.53 -2.28 -2.36
H -0.30 -2.72 -3.26
C 0.81 0.79 -3.84
H 2.59 -1.42 -4.00
H 1.49 1.57 -3.48
H 3.19 -0.60 -2.46
P -1.95 0.79 1.54
C -1.55 0.76 3.32
C -2.72 2.51 1.60
H -4.31 0.29 0.84
H -4.15 0.74 2.65
H -3.65 -0.93 2.02
C -3.71 0.13 1.79
H -3.31 2.70 0.66
H -3.42 2.46 2.50
H -2.50 1.15 3.81
H -0.70 1.42 3.49
H -1.94 3.24 1.73
H -1.36 -0.28 3.60
Cl -1.63 0.75 -2.34
N 2.46 1.61 0.96
C 2.59 0.25 1.23
C 3.48 -0.36 2.12
C 3.06 -1.68 2.63
C 1.86 -2.27 2.24
C 1.11 -1.54 1.35
N 1.52 -0.42 0.72
H 1.38 1.88 0.43
H 3.26 2.46 1.07
H 4.33 0.25 2.56
H 3.67 -2.21 3.36
H 1.54 -3.31 2.60
H -0.04 -1.97 0.79

Summary:
LUMO level (alpha / beta): -8.9 / -8.9 eV
highest occupied orbital energy (alpha / beta): -14.951 / -14.021 eV
multiplicity: 1
gap between HOMO and LUMO (alpha / beta): 6.1 / 5.1 eV
charge: +2
ΔE to the lowest compared entry with this formula, charge and spin: 937.6 kJ/mol

---

# 3
ORCA calculation (the ωB97M-V functional and the def2-TZVPD basis) on a cluster of 2 separate species, C11H24ClNO7S in total.

Atoms and positions in Å:
C -0.81 2.26 4.86
C -0.92 3.05 3.43
C -0.69 2.05 2.11
Cl 1.00 1.29 2.06
C -1.10 2.93 0.79
O -2.42 2.38 0.37
C -0.22 2.82 -0.59
O 0.62 4.05 -0.79
S 0.41 4.98 0.65
O 1.60 4.47 1.51
O 0.39 6.54 0.43
O -1.17 4.39 1.03
H -1.32 2.97 5.68
H -1.37 1.21 4.87
H 0.32 2.18 5.17
H -1.98 3.58 3.39
H -0.11 3.89 3.43
H -1.48 1.18 2.25
H -3.06 3.13 0.58
H -1.03 2.99 -1.44
H 0.30 1.81 -0.88
C 2.91 -4.17 -1.93
O 2.44 -3.04 -2.65
C 1.36 -3.35 -3.55
C 0.04 -2.76 -3.04
N -0.44 -3.46 -1.84
C -1.53 -2.77 -1.14
C -1.25 -1.36 -0.59
O -0.32 -1.33 0.50
C 1.04 -1.35 0.12
H 3.85 -3.89 -1.44
H 2.20 -4.47 -1.16
H 3.12 -5.01 -2.60
H 1.27 -4.43 -3.73
H 1.61 -2.87 -4.50
H -0.72 -2.84 -3.82
H 0.21 -1.70 -2.83
H 0.34 -3.56 -1.19
H -1.81 -3.41 -0.30
H -2.40 -2.72 -1.81
H -2.19 -0.98 -0.18
H -0.95 -0.64 -1.36
H 1.22 -0.82 -0.82
H 1.40 -2.38 0.05
H 1.63 -0.86 0.90

Summary:
LUMO level: -0.2 eV
highest occupied orbital energy: -8.825 eV
multiplicity: 1
gap between HOMO and LUMO: 8.7 eV

---

Number 1: strongest force on any atom 0.09753 Eh/bohr, DFT total energy -90349.3219 eV. Number 2: strongest force on any atom 0.16711 Eh/bohr, DFT total energy -82757.4354 eV. Number 3: strongest force on any atom 0.13652 Eh/bohr, DFT total energy -50969.9026 eV.